# 1
Below is 2 unconnected molecules or ions with the total composition C4H13NO2 in a non-equilibrium geometry, with properties calculated with ωB97M-V/def2-TZVPD.

For the LUMO energy, the calculation gives 0.8 eV. Its SMILES is CCCNCO.O. The energy above the lowest of the compared OMol25 structures with the same formula, charge and spin comes out at 38.2 kcal per mole.

```
! RIJCOSX wB97M-V def2-TZVPD def2/J DEFGRID3
* xyz 0 1
C 1.12341 -1.03869 -2.44327
C -0.17069 -0.97119 -1.51629
C 0.00607 0.07146 -0.32643
N 0.08168 -0.56015 1.04635
C 0.53019 0.36088 2.13391
O 1.96528 0.71848 1.90677
H 1.10066 -0.25614 -3.25072
H 2.14906 -1.14277 -1.97333
H 1.05847 -2.02862 -2.95676
H -1.13477 -0.70758 -2.08593
H -0.44864 -1.98680 -1.13274
H -0.73306 0.93339 -0.20869
H 0.95164 0.62377 -0.53524
H -0.81898 -0.88907 1.25185
H 0.37769 -0.19150 3.05311
H -0.08268 1.23010 2.16610
H 2.47712 -0.11225 1.82967
O -2.90633 1.84351 1.35534
H -3.53482 2.18172 0.69102
H -1.99129 1.92146 0.99526
*
```

Need the Mulliken charges? In units of e they are: -1.0856, -0.4655, -0.0831, -0.4541, -0.3421, -0.5489, 0.2894, 0.3092, 0.3422, 0.2756, 0.3301, -0.1425, 0.3434, 0.2851, 0.3245, 0.2751, 0.3378, -0.6407, 0.3195, 0.3306


# 2
Below is 2 unconnected molecules or ions with the total composition C4H13NO2 in a non-equilibrium geometry, with properties calculated with ωB97M-V/def2-TZVPD.

For the LUMO energy, the calculation gives 0.5 eV. Its SMILES is C[C@H](N)[C@@H](C)O.O. The energy above the lowest of the compared OMol25 structures with the same formula, charge and spin comes out at 17.2 kcal per mole.

```
! RIJCOSX wB97M-V def2-TZVPD def2/J DEFGRID3
* xyz 0 1
C -1.22219 1.28065 -0.93822
C -0.42628 0.01287 -0.58662
N -1.03951 -1.23201 -1.04968
C -0.08158 -0.06202 0.92624
C 0.59590 1.23109 1.38430
O -1.21679 -0.42649 1.69948
H -1.90871 1.45142 -0.08713
H -0.63702 2.16595 -1.15349
H -1.99845 1.02905 -1.65244
H 0.54565 0.01724 -1.10706
H -1.56841 -1.67886 -0.30992
H -0.35835 -1.82363 -1.47874
H 0.68879 -0.83381 0.97567
H 1.02101 1.10031 2.37519
H 1.35068 1.51663 0.65107
H -0.11419 2.06763 1.45013
H -1.97365 0.02575 1.29916
O 2.40878 -2.09572 -0.63736
H 3.12317 -1.56131 -0.24631
H 2.81116 -2.18475 -1.51428
*
```

Need the Mulliken charges? In units of e they are: -1.2962, 0.0153, -0.6232, 0.2429, -1.3931, -0.5630, 0.2389, 0.2670, 0.4605, 0.4027, 0.2867, 0.2340, 0.3144, 0.3753, 0.3514, 0.2686, 0.4180, -0.6117, 0.3073, 0.3041


# 3
Below is 3 unconnected molecules or ions with the total composition C4H13NO2 in a non-equilibrium geometry, with properties calculated with ωB97M-V/def2-TZVPD.

For the LUMO energy, the calculation gives 0.7 eV. Its SMILES is C=C(N)CC.O.O. The energy above the lowest of the compared OMol25 structures with the same formula, charge and spin comes out at 15.3 kcal per mole.

```
! RIJCOSX wB97M-V def2-TZVPD def2/J DEFGRID3
* xyz 0 1
C 0.28763 0.66504 1.32090
C -0.19777 1.00508 0.12179
N -1.53345 0.84795 -0.20417
C 0.65360 1.47092 -1.03421
C 2.14884 1.26220 -0.84707
H 1.30800 0.84824 1.60478
H -0.37327 0.29609 2.09877
H -1.94647 1.44584 -0.89438
H -2.11638 0.53052 0.55162
H 0.34364 0.94928 -1.94041
H 0.42356 2.52048 -1.21417
H 2.33853 0.20135 -0.68063
H 2.61953 1.89124 -0.09989
H 2.66093 1.46700 -1.79195
O -2.14499 -2.15837 0.33155
H -1.89800 -2.93797 -0.18457
H -1.39171 -1.60570 0.08056
O 0.85909 -2.23705 0.42621
H 0.88023 -1.95880 -0.50821
H 1.01561 -1.35807 0.83584
*
```

Need the Mulliken charges? In units of e they are: -1.4551, 0.8604, -0.4421, -0.4412, -1.2844, 0.3946, 0.2933, 0.1855, 0.2383, 0.3602, 0.3623, 0.2572, 0.3376, 0.3756, -0.6393, 0.3026, 0.3286, -0.6743, 0.3262, 0.3138


# 4
Below is 3 unconnected molecules or ions with the total composition C4H13NO2 in a non-equilibrium geometry, with properties calculated with ωB97M-V/def2-TZVPD.

For the LUMO energy, the calculation gives 0.4 eV. Its SMILES is C/C=C(/C)N.O.O. The energy above the lowest of the compared OMol25 structures with the same formula, charge and spin comes out at 43.1 kcal per mole.

```
! RIJCOSX wB97M-V def2-TZVPD def2/J DEFGRID3
* xyz 0 1
C -2.24297 -1.22615 1.58775
C -0.92687 -1.27683 0.84438
C 0.14605 -0.48911 1.02118
C 1.47435 -0.64130 0.20538
N -0.00334 0.66321 1.91579
H -2.35744 -2.10912 2.16224
H -3.02893 -1.22755 0.74939
H -2.37109 -0.21580 2.05036
H -0.93220 -2.16020 0.19875
H 1.55270 0.27575 -0.44026
H 2.33097 -0.67542 0.89263
H 1.39174 -1.41730 -0.64438
H 0.19102 0.57426 2.86785
H -0.82664 1.19221 1.85033
O -1.24603 -0.38176 -4.74640
H -0.31960 -0.22783 -4.54934
H -1.60127 -0.87734 -3.95700
O 3.18043 3.33357 -0.33444
H 2.65636 4.12523 -0.51240
H 2.93277 2.76149 -1.16182
*
```

Need the Mulliken charges? In units of e they are: -1.0031, -0.5116, 0.6277, -0.8378, -0.5184, 0.3261, 0.2557, 0.1911, 0.3124, 0.1447, 0.2919, 0.2859, 0.2030, 0.2378, -0.6438, 0.3162, 0.3270, -0.6470, 0.3181, 0.3241


Asked for electronic energy across the records above, the calculation gives -365.3816; -365.4150; -365.4181; -365.3738 hartree in order.